(1)
{"formula": "C4H15N2O", "method": "ωB97M-V/def2-TZVPD", "elements": ["C", "N", "C", "N", "C", "C", "H", "H", "H", "H", "H", "H", "H", "H", "H", "H", "H", "H", "H", "H", "H", "O"], "positions_angstrom": [[2.5038, 0.1785, 0.9437], [1.5760, 1.0846, 0.3534], [3.6806, -0.3002, 0.0763], [-2.0251, -0.0282, 0.9874], [-3.1808, -0.2542, 0.1671], [-2.9454, 0.3505, -1.2001], [2.9306, 0.6410, 1.8446], [1.8756, -0.6557, 1.2546], [1.9371, 1.9379, -0.0763], [0.8679, 0.6029, -0.2428], [3.2966, -0.7008, -0.8648], [4.3527, 0.5225, -0.1566], [4.1803, -1.1123, 0.5967], [-1.1539, -0.2944, 0.5049], [-3.9663, 0.3472, 0.6606], [-3.5947, -1.2582, 0.0273], [-3.7558, 0.2161, -1.9120], [-2.6853, 1.4061, -1.2193], [-2.0604, -0.1595, -1.6188], [-2.0927, -0.5309, 1.8655], [0.1685, -1.3630, -1.3116], [0.0908, -0.6298, -0.6796]], "forces_ev_per_angstrom": [[-0.8, 0.0, 0.9], [0.8, -0.2, -0.9], [-0.2, 0.1, -0.7], [-0.1, -2.0, -0.2], [-0.5, 2.4, -0.7], [0.7, -0.4, -0.7], [0.0, 0.2, -0.1], [0.3, -0.2, 0.0], [0.2, 0.0, 0.3], [-0.8, -0.3, 0.1], [-0.1, 0.0, 0.1], [0.2, -0.1, 0.1], [0.2, 0.2, 0.2], [0.7, 0.4, -0.4], [-0.3, -0.4, 0.1], [0.4, -0.4, 0.7], [-0.2, -0.2, 0.2], [-0.1, 0.1, 0.4], [-0.2, 0.1, -0.1], [0.0, 0.2, 0.3], [0.1, 0.1, 0.0], [-0.2, 0.3, 0.5]], "mulliken_charge": [-0.309, -0.201, -0.940, -0.278, -0.203, -1.017, 0.345, 0.276, 0.291, 0.350, 0.302, 0.342, 0.310, 0.291, 0.308, 0.275, 0.369, 0.305, 0.262, 0.305, 0.222, -0.605], "multiplicity": 1, "homo_energy_ev": -13.56, "orbital_gap_ev": 4.25, "max_force_ev_per_a": 2.52, "charge": 1}

(2)
{"formula": "C5H6O4Pr", "method": "ωB97M-V/def2-TZVPD", "elements": ["O", "C", "O", "O", "C", "C", "Pr", "H", "H", "H", "H", "C", "C", "O", "H", "H"], "positions_angstrom": [[1.1086, 0.5514, -0.9043], [0.4605, -0.1542, -0.0948], [1.0099, -0.7775, 0.8470], [-0.8649, -0.2301, -0.2753], [-1.6248, -0.9254, 0.6957], [-3.1025, -0.8382, 0.2802], [3.6679, 0.1599, 0.2100], [-1.4705, -0.4972, 1.6931], [-1.3650, -1.9915, 0.7144], [-3.7246, -1.2394, 1.1008], [-3.1942, -2.5172, -1.0401], [-3.4868, 0.5790, 0.1477], [-3.4633, -1.4552, -1.0821], [-3.7855, 1.6528, 0.1075], [-4.5830, -1.4654, -1.0388], [-2.8822, -1.0152, -1.8993]], "forces_ev_per_angstrom": [[0.7, 0.1, 0.0], [1.9, 0.1, 0.1], [0.5, -0.1, 0.4], [-0.7, 0.2, -0.3], [0.2, -0.2, 0.4], [0.4, 0.5, -0.1], [-2.5, -0.2, -0.3], [0.0, -0.1, -0.2], [-0.1, 0.2, 0.1], [0.1, 0.2, -0.3], [0.1, 0.2, 0.1], [0.1, 0.2, 0.8], [-0.8, -1.1, 0.9], [0.1, -0.6, -0.3], [0.9, 0.3, -1.3], [-0.8, 0.2, 0.0]], "mulliken_charge": [-0.793, 0.950, -0.789, -0.237, -0.803, 0.509, 1.690, 0.448, 0.394, 0.429, 0.360, 0.310, -1.251, -0.009, 0.420, 0.372], "multiplicity": 4, "homo_energy_ev": [-15.54, -16.63], "orbital_gap_ev": [7.61, 8.70], "max_force_ev_per_a": 2.58, "s2": 3.75, "charge": 2}

(3)
{"formula": "C12H24N4ORbTa", "method": "ωB97M-V/def2-TZVPD", "elements": ["N", "C", "O", "Rb", "Ta", "N", "N", "C", "C", "C", "C", "C", "C", "C", "C", "H", "H", "H", "H", "H", "H", "H", "H", "H", "H", "H", "H", "H", "H", "H", "H", "H", "H", "C", "H", "H", "H", "C", "H", "H", "H", "N", "C"], "positions_angstrom": [[-1.7654, -0.5881, 1.4304], [-2.8884, -0.9269, 1.7558], [-3.9661, -1.0003, 2.2750], [-2.4713, 2.1180, 3.3426], [0.0944, -0.0216, 1.2532], [0.2343, 1.7228, 0.4296], [0.8503, -1.5071, 0.3244], [-0.3779, 2.5030, -0.6334], [0.2041, -2.4736, -0.5846], [-0.0629, 3.9933, -0.4600], [0.2011, 2.0351, -1.9711], [-1.8808, 2.3003, -0.5961], [-0.4734, -3.5209, 0.2838], [1.2354, -3.1275, -1.4938], [-0.8164, -1.7525, -1.4401], [-0.3705, 4.3703, 0.5264], [-0.6186, 4.5491, -1.2278], [1.0015, 4.2114, -0.6097], [1.2923, 2.1453, -1.9896], [-0.2275, 2.6521, -2.7754], [-0.0415, 0.9801, -2.1713], [-2.1847, 1.2462, -0.6369], [-2.3134, 2.8093, -1.4654], [-2.3328, 2.7522, 0.3031], [0.2522, -3.9787, 0.9646], [-0.9085, -4.2974, -0.3656], [-1.2753, -3.0720, 0.8808], [1.9354, -3.7503, -0.9334], [1.7866, -2.3696, -2.0578], [0.7066, -3.7752, -2.2104], [-1.3400, -2.4924, -2.0638], [-0.3278, -1.0171, -2.0941], [-1.5826, -1.2417, -0.8419], [1.6703, 2.0356, 0.7659], [2.1054, 1.3145, 1.4999], [2.3063, 2.0338, -0.1336], [1.7108, 3.0243, 1.2473], [2.2235, -1.7946, 0.7998], [2.5009, -1.0863, 1.5843], [2.2986, -2.8042, 1.2274], [2.9429, -1.6872, -0.0226], [0.3293, -0.3325, 4.5337], [0.3434, -0.1790, 3.3505]], "forces_ev_per_angstrom": [[-0.1, 0.0, -0.4], [-3.3, 1.1, 2.8], [3.5, -0.4, -2.3], [-0.2, 0.1, 0.3], [-0.6, -1.4, -0.7], [0.9, -0.4, 1.3], [0.4, 0.5, 0.5], [0.2, 0.5, -0.8], [0.0, -0.5, -0.4], [-0.1, 0.2, 0.0], [-0.2, 0.0, -0.4], [-0.4, 0.1, 0.0], [-0.2, -0.4, 0.0], [0.0, -0.1, -0.3], [-0.3, 0.2, -0.4], [0.1, -0.1, -0.2], [0.2, -0.1, 0.3], [-0.2, 0.0, 0.0], [-0.3, 0.0, -0.1], [0.3, -0.3, 0.2], [0.0, 0.4, 0.1], [0.1, 0.1, -0.1], [-0.1, -0.2, 0.2], [0.2, 0.0, -0.2], [-0.2, -0.1, -0.1], [0.2, 0.2, 0.4], [0.1, -0.2, -0.1], [0.0, 0.0, -0.1], [0.0, -0.1, 0.0], [0.3, 0.2, 0.2], [0.2, 0.3, 0.1], [-0.2, -0.3, 0.1], [0.1, -0.1, -0.2], [-0.5, 0.5, -0.4], [-0.1, 0.1, 0.0], [-0.2, -0.1, 0.4], [0.2, -0.5, 0.0], [-0.1, -0.2, -0.5], [0.2, 0.2, 0.3], [-0.1, 0.3, 0.0], [-0.2, 0.0, 0.3], [-0.1, 0.6, -4.1], [0.6, -0.1, 4.5]], "mulliken_charge": [-0.421, 0.907, -0.424, 0.975, 0.251, 0.139, 0.461, 1.212, 1.009, -1.763, -1.211, -1.280, -1.271, -1.792, -1.342, 0.394, 0.454, 0.429, 0.373, 0.486, 0.134, 0.275, 0.470, 0.123, 0.335, 0.456, 0.166, 0.432, 0.416, 0.444, 0.544, 0.135, 0.268, -1.033, 0.492, 0.369, 0.416, -1.080, 0.548, 0.371, 0.381, -0.487, 0.239], "multiplicity": 1, "homo_energy_ev": -15.94, "orbital_gap_ev": 7.59, "max_force_ev_per_a": 4.57, "charge": 2}